(1)
Formula: C32H33N11OsP
Source: OMol25
Level of theory: ωB97M-V/def2-TZVPD

```
78
Properties=species:S:1:pos:R:3:mulliken_charge:R:1
Os -0.00261 0.36126 -0.04817 1.1290
C 5.36311 -2.37751 -3.44711 -1.5911
C 4.31488 -2.02351 -2.44748 0.5069
C 4.52886 -2.22919 -1.07333 -1.3305
C 3.59099 -1.87849 -0.13668 -0.6576
C 2.36738 -1.29580 -0.54292 1.4297
N 1.33675 -1.01793 0.31783 0.7571
C 1.50561 -1.47425 1.65654 -0.2422
C 1.39452 -2.81874 1.98340 -0.3217
C 1.54689 -3.22245 3.29678 -1.0094
C 1.82147 -2.29584 4.30797 0.2185
C 1.97259 -2.73678 5.73433 -1.5977
C 1.92271 -0.95187 3.96207 -0.4324
C 1.77117 -0.53981 2.64310 0.3044
N 1.89905 0.83644 2.31691 0.5431
C 2.65767 1.72995 2.98205 -0.2414
C 2.45594 2.96429 2.42227 -1.2747
C 1.56145 2.74030 1.38281 -0.2119
N 1.21572 1.45282 1.30219 -0.1004
C 2.17693 -1.04067 -1.92351 -0.9561
C 3.11024 -1.42989 -2.85133 -0.2669
N 0.92495 -0.49321 -2.28904 0.9571
C -0.00093 -1.17159 -3.17655 -1.0582
C -0.69256 -0.04964 -4.00215 0.0496
C -0.11568 1.14425 -3.29782 -0.9085
N 0.77941 0.88722 -2.41400 -0.5531
H 5.98592 -3.19848 -3.09744 0.4207
H 6.01914 -1.51632 -3.60667 0.3297
H 4.92863 -2.63876 -4.41049 0.4081
H 5.46125 -2.67345 -0.74985 0.4782
H 3.79008 -2.04090 0.91314 0.5730
H 1.18685 -3.53761 1.20056 0.6176
H 1.45496 -4.27190 3.54547 0.5026
H 2.49630 -3.68963 5.79185 0.4279
H 0.99346 -2.87569 6.19671 0.3140
H 2.51990 -2.00499 6.32475 0.3901
H 2.10331 -0.22017 4.73885 0.5677
H 3.29748 1.42449 3.79201 0.5099
H 2.90359 3.89791 2.71309 0.4800
H 1.15595 3.46853 0.71056 0.5319
H 2.92939 -1.25292 -3.90529 0.5924
H 0.43574 -2.02120 -3.69412 0.8017
H -0.56960 0.00714 -5.08248 0.6104
H -0.36865 2.17446 -3.50734 0.5119
C -4.87866 0.00845 2.42938 -0.7924
N -3.42714 -0.13499 2.26104 0.0879
C -2.60129 -0.74589 3.14862 -0.8906
C -1.34110 -0.67134 2.63568 -0.1424
N -1.38684 -0.00600 1.43906 0.6157
C -2.67844 0.31368 1.23176 0.0541
P -3.45244 1.14503 -0.17971 -0.2926
C -2.26025 2.49105 -0.39256 -0.1428
N -0.95647 2.24580 -0.48173 0.4647
C -0.38482 3.37653 -1.01264 -1.1596
C -1.36029 4.30730 -1.21525 -0.6980
N -2.53892 3.73571 -0.82166 0.1654
C -3.85820 4.37618 -0.86864 -0.7898
C -2.61189 0.16095 -1.51226 0.1862
N -1.51159 -0.51867 -1.28287 -0.3857
C -1.31965 -1.43262 -2.45194 -0.3742
C -2.07540 -0.66382 -3.53171 -0.9331
N -3.05211 0.11420 -2.77061 0.1308
C -4.26182 0.69713 -3.33706 -0.8281
H -5.14921 -0.42330 3.38793 0.3397
H -5.40494 -0.52385 1.64058 0.3431
H -5.15649 1.05941 2.42525 0.3317
H -2.96195 -1.17774 4.06621 0.4539
H -0.43737 -1.04898 3.06841 0.1569
H 0.66559 3.44328 -1.23673 0.9271
H -1.30807 5.31734 -1.58536 0.5364
H -3.71611 5.44036 -1.03045 0.3380
H -4.37379 4.23026 0.07669 0.3593
H -4.45049 3.96723 -1.68469 0.3116
H -1.59449 -2.45177 -2.18053 0.5632
H -2.55426 -1.23983 -4.31879 0.8302
H -4.72477 -0.01751 -4.01486 0.3404
H -4.03386 1.60951 -3.88922 0.3204
H -4.97265 0.91709 -2.54283 0.3633
```

The lowest unoccupied orbital energy (alpha / beta) comes out at -0.3739 / -0.3743 Ha. The charge is +3.

---

(2)
Formula: C20H32Be2ClFN3O8
Source: OMol25
Level of theory: ωB97M-V/def2-TZVPD

```
67
Properties=species:S:1:pos:R:3:mulliken_charge:R:1
C -0.51671 -1.81734 1.76907 -0.6871
C 0.06863 -0.32196 1.43321 -0.3413
C -0.82008 0.54045 0.35697 0.1773
C -2.42577 0.46375 0.70701 -0.4610
C -3.27397 -0.61882 -0.18533 0.4195
N -2.85576 -1.77109 -1.07182 0.0901
C -4.17068 -2.33978 -1.61823 -0.1826
N -5.43657 -1.64522 -1.13926 -0.0701
C -4.91257 -0.56686 -0.21556 -0.4359
C -5.71701 0.56264 0.70038 -0.5316
C -5.69534 -0.05300 2.25508 0.4528
O -5.81506 0.69268 3.35895 -0.5588
O -5.47988 -1.53265 2.37910 -0.4255
H 0.42633 -2.51194 1.97807 0.2736
H -1.18043 -1.85866 2.73885 0.2039
H -1.11031 -2.31482 0.86612 0.1091
H 1.13902 -0.46287 0.95995 -0.0922
H 0.17769 0.34130 2.40994 0.3126
H -0.58522 0.28872 -0.77948 0.2293
H -0.51244 1.68405 0.48570 -0.1901
H -2.86815 1.53864 0.43497 0.3227
H -2.66107 0.31434 1.85474 0.2177
H -1.87321 -2.08127 -1.24527 0.2977
H -4.21546 -3.27643 -2.35642 0.3506
H -6.44612 -1.81473 -1.34477 0.2985
H -6.86600 0.65240 0.39019 0.3586
H -5.17655 1.61473 0.64311 0.2289
H -6.22347 -1.95064 1.85025 0.3455
O 1.89033 0.73950 -0.77538 -0.5935
H 1.97768 1.29863 -0.02507 0.2728
O -3.49185 -0.84800 5.44564 -0.4229
C -4.72059 -0.60148 5.92573 0.1403
C -4.61332 -0.20341 7.47415 -0.2332
O -5.84656 -0.04211 7.97698 -0.4126
H -5.45186 -1.42709 5.87565 0.2432
H -5.28590 0.21903 5.45337 0.1943
H -3.94136 0.67203 7.50421 0.2526
H -3.97653 -0.97644 7.94248 0.2637
Be 0.73400 2.74117 -1.19496 0.6713
C 5.52706 5.33078 -1.92264 -0.3936
C 4.70302 4.85970 -0.98170 -0.3589
C 4.64871 3.41951 -0.66216 0.3803
O 3.89333 2.98722 0.19752 -0.5511
C 5.54094 2.52080 -1.42113 -0.1663
C 6.36499 2.99187 -2.36207 -0.3202
C 6.41930 4.43206 -2.68160 0.3120
O 7.17467 4.86436 -3.54128 -0.5379
H 5.57878 6.38409 -2.16984 0.4284
H 4.04296 5.50611 -0.41576 0.4658
H 5.48923 1.46748 -1.17393 0.3818
H 7.02505 2.34546 -2.92801 0.4123
C 2.84217 -1.75128 -2.44787 -0.8196
C 4.04840 -1.04969 -2.99084 0.4162
O 4.55251 -0.04971 -2.52144 -0.5115
N 4.69845 -1.43010 -4.18363 -0.0110
C 4.68335 -2.83336 -4.59822 -0.8540
H 2.65520 -1.40965 -1.42593 -0.2255
H 1.97563 -1.51502 -3.07045 0.5401
H 3.00223 -2.83084 -2.42164 0.5695
H 4.28234 -0.82715 -4.90318 0.4002
H 5.63826 -1.02669 -4.06726 0.4226
H 5.30020 -2.91954 -5.49599 0.3414
H 3.65525 -3.12906 -4.82056 0.3586
H 5.10804 -3.43976 -3.79334 0.3672
Cl -5.26600 -3.38589 0.45459 -0.5295
F 0.73400 -0.65819 -2.75772 -0.7938
Be 3.43400 -2.18092 -0.11227 0.1878
```

The lowest unoccupied orbital energy comes out at -0.2658 Ha. The charge is +1.

---

(3)
Formula: C20H41BrIIrNO14P4
Source: OMol25
Level of theory: ωB97M-V/def2-TZVPD

```
83
Properties=species:S:1:pos:R:3:mulliken_spin:R:1
Ir 0.26726 -1.14990 -0.51650 0.7770
O 5.21745 -4.74865 -1.22907 0.0015
C 4.12231 -4.02733 -1.05077 0.0032
C 2.93900 -4.51497 -0.49128 0.0007
C 1.87103 -3.66734 -0.36072 -0.0027
N 1.90104 -2.37133 -0.73843 0.0020
C 3.04656 -1.91441 -1.29844 0.0053
Br 3.11435 -0.14350 -1.92246 0.0043
C 4.16139 -2.69467 -1.46782 -0.0011
H 5.11656 -5.66042 -0.92395 0.0000
H 2.84687 -5.54118 -0.16287 -0.0001
H 0.93609 -4.01581 0.04873 0.0013
H 5.05352 -2.29543 -1.92585 0.0000
C -1.65210 -3.32407 -4.78788 0.0011
C -1.72272 -2.16601 -3.79836 -0.0052
O -2.71267 -1.27326 -4.22446 0.0021
P -0.09560 -1.31964 -3.71176 0.0216
O 1.05850 -2.39678 -3.80703 -0.0024
O 0.02923 -0.48312 -5.01759 0.0095
O 0.02344 -0.42853 -2.47990 0.0574
P -2.05959 -2.67815 -2.04363 0.0073
O -2.49433 -4.19745 -2.05608 0.0016
O -2.99965 -1.73211 -1.42590 -0.0056
O -0.59540 -2.74955 -1.46391 0.0276
H -1.28392 -2.97889 -5.75348 0.0001
H -2.66069 -3.71102 -4.92333 -0.0003
H -1.01793 -4.13275 -4.42927 -0.0003
H -3.01795 -0.75302 -3.46497 -0.0001
H 0.95383 -3.09362 -3.14028 -0.0004
H 0.71348 0.19668 -5.07321 0.0005
H -3.44163 -4.33838 -1.92400 0.0003
C 3.42270 -1.15484 3.15058 0.0049
C 3.15503 0.32579 3.27959 -0.0010
C 3.54687 0.91803 4.61008 0.0001
O 1.68940 0.52796 3.14572 0.0039
P 1.03928 1.01383 1.82832 -0.0076
O 1.35549 0.03674 0.68076 -0.0015
C -0.68639 1.16459 2.22806 0.0028
P -1.74068 1.20426 0.75791 -0.0053
O -1.15234 0.33414 -0.31973 0.0211
O -1.72864 2.65746 0.21042 -0.0003
C -2.49284 3.76825 0.82707 0.0002
C -3.66727 4.06479 -0.07328 0.0000
C -1.52962 4.91989 0.98600 -0.0002
O -3.15855 0.89614 1.25444 0.0004
C -3.99037 -0.34203 1.15632 -0.0012
C -4.46849 -0.63179 2.55785 -0.0005
C -5.08654 -0.06112 0.16396 0.0001
O 1.52301 2.43666 1.45288 0.0058
C 2.47881 2.81779 0.38256 -0.0030
C 3.31799 3.93415 0.94949 -0.0004
C 1.67131 3.20139 -0.83502 0.0012
H 4.49074 -1.34064 3.26104 0.0000
H 3.10104 -1.52952 2.17791 -0.0068
H 2.89498 -1.70119 3.93190 -0.0012
H 3.62963 0.87737 2.46150 -0.0002
H 3.04565 0.39119 5.42146 0.0000
H 3.28855 1.97436 4.66163 -0.0001
H 4.62331 0.81929 4.74776 0.0001
H -0.82331 2.07778 2.81307 0.0002
H -0.95711 0.31430 2.85465 0.0007
H -2.84433 3.42059 1.80191 0.0002
H -3.31853 4.34378 -1.06725 0.0000
H -4.24049 4.89586 0.33739 0.0000
H -4.32545 3.20116 -0.15604 0.0000
H -1.22403 5.29720 0.01003 0.0000
H -0.64174 4.62004 1.54352 0.0001
H -2.01738 5.72975 1.52758 0.0000
H -3.32768 -1.11904 0.78181 0.0007
H -5.06971 0.19286 2.94042 0.0000
H -3.63489 -0.80919 3.23754 0.0003
H -5.08912 -1.52764 2.54339 0.0001
H -5.74243 0.72845 0.52981 0.0000
H -5.67893 -0.96550 0.02116 0.0000
H -4.67217 0.22343 -0.80428 0.0000
H 3.08757 1.93513 0.17870 -0.0020
H 2.68993 4.78113 1.22464 0.0002
H 4.03163 4.26688 0.19606 0.0001
H 3.87409 3.60844 1.82751 -0.0001
H 1.07635 4.09121 -0.63335 -0.0002
H 1.00012 2.39634 -1.13664 -0.0033
H 2.34737 3.42431 -1.66190 -0.0002
I -0.68952 -2.34563 1.59756 0.0856
```

The lowest unoccupied orbital energy (alpha / beta) comes out at -0.2504 / -0.3054 Ha. As for the expectation value of S²: 0.756. Its multiplicity is 2. The charge is +2.

---

(4)
Formula: C16H23As2NO3Tl
Source: OMol25
Level of theory: ωB97M-V/def2-TZVPD

```
46
Properties=species:S:1:pos:R:3:mulliken_charge:R:1
Tl 0.64411 1.30066 -0.95599 0.6707
O 2.25065 -1.02844 0.49922 -0.5454
C 3.07219 -1.29618 -0.37236 0.8272
O 0.33672 -1.69563 -1.41532 -0.4555
C 1.34891 -2.20169 -1.89956 0.2747
O 1.29815 -3.04694 -2.93920 -0.3826
N 2.69643 -1.96711 -1.56838 0.3435
C 2.64683 -3.35496 -3.41554 -0.3542
C 3.60896 -2.59963 -2.53587 -0.6169
H 2.73013 -3.02646 -4.45951 0.2774
H 2.77886 -4.44051 -3.32700 0.3045
H 4.15869 -1.82600 -3.09021 0.3408
H 4.31936 -3.27232 -2.04105 0.3629
C 4.48895 -0.92902 -0.31651 -0.3876
C 4.96297 -0.15129 0.67710 -0.8083
H 5.13839 -1.37873 -1.07703 0.2709
H 4.31256 0.24959 1.45258 0.2759
H 6.02861 0.06790 0.71095 0.2924
C -2.58019 0.50990 -1.58976 -0.8313
As -3.50499 -0.47701 -0.17230 0.2626
C -1.98483 -1.38688 0.67146 -0.4908
C -4.00268 1.10811 0.94035 -0.0204
C -5.38577 1.36847 0.99733 -0.5932
C -5.84658 2.49389 1.69141 -0.5049
C -4.94611 3.35017 2.32343 -0.6274
C -3.56817 3.12412 2.23566 -0.2901
C -3.09823 2.03808 1.49529 0.3932
As -1.14026 1.52410 1.57746 0.2211
C -1.31874 0.77988 3.39661 -1.1999
C 0.37395 2.68838 2.13813 -1.1461
H -1.76390 -0.09144 -2.00673 0.2206
H -2.24410 1.45717 -1.15445 0.1521
H -3.31987 0.72183 -2.37125 0.3540
H -1.40204 -0.73676 1.36165 0.1016
H -2.42447 -2.19311 1.27733 0.3543
H -1.30710 -1.78922 -0.09780 0.0607
H -6.09127 0.70929 0.47923 0.3714
H -6.91763 2.69774 1.73959 0.3745
H -5.33536 4.19632 2.87945 0.3915
H -2.86272 3.76070 2.76435 0.4012
H -2.19867 0.12910 3.44538 0.4297
H -0.39950 0.22343 3.62351 0.3718
H -1.44006 1.62172 4.09178 0.4290
H 1.13311 2.05932 2.61153 0.3633
H 0.01278 3.44704 2.83268 0.3641
H 0.78619 3.14796 1.23832 0.3972
```

The lowest unoccupied orbital energy comes out at -0.1234 Ha. The charge is +1.

---

(5)
Formula: C5H7NO
Source: OMol25
Level of theory: ωB97M-V/def2-TZVPD

```
14
Properties=species:S:1:pos:R:3:mulliken_charge:R:1
C -1.46635 -1.13479 0.21890 -1.4531
C -0.33572 -0.19808 0.55557 0.3465
C 0.92264 -0.30175 -0.36708 -0.6236
C 1.50507 1.06677 -0.12125 0.0708
O 1.37886 1.50472 1.00821 -0.4691
C -0.70052 1.15836 0.04908 0.2627
N -0.86040 1.72521 -0.96119 -0.5409
H -2.33560 -0.96598 0.86525 0.3747
H -1.09593 -2.14811 0.36469 0.3657
H -1.73488 -0.98539 -0.82698 0.3352
H -0.11187 -0.27295 1.62276 0.3481
H 1.75864 -0.97225 -0.12338 0.3445
H 0.67573 -0.47570 -1.42312 0.2977
H 2.15793 1.48351 -0.90772 0.3407
```

The lowest unoccupied orbital energy comes out at 0.0305 Ha. Its SMILES is C[C@H](C#N)CC=O. The charge is 0.

---

(6)
Formula: C13H17ClFO6
Source: OMol25
Level of theory: ωB97M-V/def2-TZVPD

```
38
Properties=species:S:1:pos:R:3:mulliken_charge:R:1
C 4.66457 1.51926 0.50522 -0.9348
C 4.02157 0.18810 -0.19902 -0.5825
C 2.52883 0.57883 -0.64758 -0.3508
C 1.72309 -0.58879 -1.40191 -0.9598
C 0.14636 -0.61178 -1.12222 1.3531
F -0.00667 -0.51158 0.33261 -0.3736
C -0.68859 0.54983 -1.90350 -1.2141
C -1.27479 1.52847 -0.73880 0.6387
C -0.33033 2.55451 0.00020 -0.1930
C -0.87307 3.47900 1.16403 -0.6328
C -2.39732 3.31651 1.49750 -0.3109
C -3.34448 2.30542 0.74479 -0.4646
C -2.80137 1.37863 -0.41838 -0.4702
O -0.49779 -1.87451 -1.49298 -0.4188
C -1.27651 -2.29053 -0.32666 0.0901
O -0.92918 -3.28616 0.36342 -0.4149
H 5.75364 1.69096 0.20240 0.2913
H 4.08124 2.47525 0.25446 0.2571
H 4.65043 1.42634 1.65491 0.2594
H 3.95566 -0.59066 0.65656 0.2850
H 4.69908 -0.17391 -1.05049 0.3157
H 2.60470 1.49517 -1.35464 0.3061
H 1.99746 0.98038 0.29957 0.3116
H 1.88371 -0.47528 -2.54496 0.2508
H 2.14274 -1.59339 -1.02308 0.3266
H -1.55166 0.10554 -2.53632 0.3801
H -0.04474 1.15119 -2.63992 0.3299
H 0.77625 2.68659 -0.25672 0.3625
H -0.15692 4.18534 1.69804 0.3225
H -2.78895 3.97913 2.35854 0.2649
H -4.45447 2.21016 1.02889 0.2913
H -3.50192 0.64903 -0.96361 0.3268
H -2.21421 -1.73294 0.03682 0.3428
O -3.73492 -3.98356 1.29959 -0.6515
Cl -3.29830 -5.34076 1.56448 1.6742
O -2.39198 -5.77006 0.52064 -0.6480
O -4.45001 -6.22017 1.59429 -0.6904
O -2.62115 -5.38956 2.84383 -0.6700
```

The lowest unoccupied orbital energy comes out at 0.0805 Ha. The charge is -1.

---

E for the records above, in order: -61841.8388; -58117.5471; -169696.3300; -150960.8517; -8833.7582; -41269.2280 eV